Record 1
Molecular formula: C5H8S3
Method: DFT, wB97M-V/def2-TZVPD

Positions of all 16 atoms, in Å:
C (-0.709, -1.589, -2.827)
C (0.373, -1.221, -0.361)
C (0.694, 1.367, 0.478)
C (-0.287, 1.547, 1.584)
C (0.055, 1.093, 2.783)
H (-1.552, -0.705, -2.818)
H (-1.058, -2.434, -3.386)
H (0.334, -1.287, -3.242)
H (1.578, 0.886, 0.888)
H (0.944, 2.366, -0.031)
H (-1.179, 2.122, 1.426)
H (0.700, 0.461, 3.278)
H (-0.882, 1.215, 3.391)
S (-0.371, -2.382, -1.278)
S (1.138, -1.798, 0.956)
S (0.223, 0.359, -0.841)

Forces on the atoms, in the same order (eV/Å):
0.0 2.4 -0.7
0.8 -0.5 1.7
1.2 2.0 0.1
2.3 -0.6 -0.2
-5.6 1.3 0.7
2.3 -2.2 0.0
-0.4 -0.2 -0.7
-2.1 -0.1 0.4
0.4 0.4 0.1
-0.1 -1.4 0.8
-0.4 0.0 -0.1
2.2 -1.0 -0.1
1.2 0.1 0.4
-1.0 -1.5 -0.8
0.5 0.0 1.0
-1.3 1.3 -2.5

Properties
Net charge = 0
Frontier orbital gap = 8.43 eV
Energy above the lowest of the compared OMol25 structures with the same formula, charge and spin = 2.0854 eV
Max |F| = 5.75 eV/Å
Molar mass = 164.3 g mol⁻¹



Record 2
Molecular formula: C4H2O2V
Method: DFT, wB97M-V/def2-TZVPD

Positions of all 9 atoms, in Å:
H (-1.598, -2.111, -0.676)
C (-0.901, -1.395, -0.252)
C (-0.761, -0.077, 0.030)
O (0.350, -1.736, 0.146)
O (0.575, -0.382, 0.561)
V (2.420, 0.529, 0.168)
C (-1.569, 1.653, -0.638)
C (-1.492, 1.111, 0.477)
H (-1.621, 2.220, -1.556)

Forces on the atoms, in the same order (eV/Å):
0.2 0.3 0.2
-1.2 1.5 -0.8
-0.3 -2.3 1.4
1.4 -1.0 0.3
0.0 0.5 0.0
0.0 -0.1 0.0
-0.6 1.0 0.4
0.6 0.3 -1.7
-0.1 -0.2 0.2

Properties
Net charge = +1
Expectation value of S² = 6.002
Frontier orbital gap (alpha / beta) = 7.34 / 8.01 eV
2S+1 = 5
Max |F| = 2.73 eV/Å
Molar mass = 133.0 g mol⁻¹



Record 3
Molecular formula: C27H43BeBrN2OP2
Method: DFT, wB97M-V/def2-TZVPD

Positions of all 77 atoms, in Å:
C (1.750, 3.638, 0.140)
C (0.813, 2.879, -0.616)
C (0.880, 2.887, -2.038)
C (1.878, 3.671, -2.627)
N (2.766, 4.351, -1.902)
C (2.700, 4.381, -0.571)
C (-0.102, 2.079, 0.046)
C (-0.982, 1.443, 0.709)
C (-2.323, 1.812, 1.157)
C (-3.143, 0.871, 1.799)
C (-4.468, 1.195, 2.104)
C (-4.936, 2.466, 1.785)
C (-4.126, 3.440, 1.197)
C (-2.814, 3.102, 0.879)
Be (-0.292, -0.260, 0.787)
P (1.908, -0.455, 0.107)
H (0.154, 2.330, -2.631)
H (1.694, 3.653, 1.229)
H (1.938, 3.728, -3.716)
H (3.409, 5.003, -0.021)
H (-2.138, 3.801, 0.394)
H (-2.753, -0.121, 2.057)
H (-4.533, 4.428, 0.996)
H (-5.126, 0.460, 2.582)
C (2.506, -2.160, 0.516)
C (3.692, -2.764, -0.232)
H (1.635, -2.821, 0.405)
H (2.733, -2.130, 1.592)
H (3.843, -3.795, 0.118)
H (3.539, -2.819, -1.315)
H (4.633, -2.234, -0.042)
C (2.367, -0.231, -1.684)
C (3.774, 0.229, -2.078)
H (1.646, 0.499, -2.082)
H (2.150, -1.183, -2.187)
H (3.811, 0.340, -3.173)
H (4.037, 1.208, -1.657)
H (4.552, -0.499, -1.813)
C (3.120, 0.589, 1.032)
C (4.588, 0.165, 1.166)
H (2.704, 0.699, 2.047)
H (3.074, 1.586, 0.576)
H (5.121, 0.934, 1.743)
H (4.712, -0.780, 1.708)
H (5.105, 0.089, 0.202)
Br (-6.756, 2.863, 2.173)
P (-1.346, -1.364, -0.776)
C (-0.386, -2.410, -1.943)
C (-1.096, -3.650, -2.475)
H (0.535, -2.715, -1.419)
H (-0.062, -1.774, -2.780)
H (-0.414, -4.218, -3.119)
H (-1.408, -4.319, -1.664)
H (-1.972, -3.395, -3.083)
C (-2.383, -2.487, 0.251)
C (-3.707, -2.932, -0.354)
H (-2.586, -1.967, 1.200)
H (-1.761, -3.355, 0.515)
H (-4.237, -3.579, 0.354)
H (-4.365, -2.080, -0.561)
H (-3.575, -3.506, -1.277)
C (-2.488, -0.297, -1.751)
C (-3.011, -0.867, -3.068)
H (-1.938, 0.637, -1.945)
H (-3.329, -0.016, -1.098)
H (-3.635, -0.117, -3.569)
H (-2.196, -1.121, -3.754)
H (-3.640, -1.753, -2.918)
C (0.052, 0.958, 3.704)
C (-0.042, -0.480, 3.353)
N (0.081, -1.362, 4.324)
O (-0.248, -0.959, 2.162)
H (0.192, 1.040, 4.796)
H (-0.873, 1.484, 3.438)
H (0.907, 1.440, 3.212)
H (0.058, -2.358, 4.101)
H (0.133, -1.043, 5.282)

Forces on the atoms, in the same order (eV/Å):
-0.4 0.1 -0.8
1.7 0.3 -0.8
0.2 0.5 0.7
-0.5 -0.5 0.4
0.1 0.4 -0.1
-0.5 -0.5 0.3
-2.5 -1.3 1.8
1.6 1.8 -1.4
-0.7 -0.3 0.3
-0.2 0.2 0.0
0.4 -0.3 0.0
-0.5 0.0 0.2
0.2 -0.3 0.0
-0.1 -0.3 0.1
1.1 0.1 -1.4
1.5 -0.2 -0.4
0.2 0.1 0.1
0.1 0.0 -0.3
0.2 0.1 0.3
-0.1 -0.2 -0.4
-0.3 0.1 0.1
-0.2 0.4 -0.1
0.2 -0.2 0.0
0.3 0.4 -0.2
-0.5 -0.1 0.3
0.4 -0.2 -0.1
0.2 0.0 0.1
-0.1 0.0 -0.1
-0.1 0.2 -0.1
0.0 0.1 0.2
-0.3 -0.1 -0.1
-0.5 0.1 -0.1
0.3 0.0 -0.2
0.1 -0.3 0.0
0.0 0.2 0.2
-0.1 0.0 0.3
-0.1 -0.3 0.0
-0.3 0.3 0.0
-0.2 0.3 0.2
0.3 0.1 0.0
0.1 0.0 -0.2
0.0 -0.2 0.1
-0.2 -0.2 -0.1
-0.1 0.2 -0.1
-0.2 0.0 0.3
0.5 0.0 -0.1
-0.5 -0.1 0.5
0.3 0.1 0.0
-0.1 -0.3 -0.2
-0.3 0.1 -0.1
-0.1 0.0 0.3
-0.1 0.1 0.2
0.0 0.1 -0.2
0.2 -0.1 0.2
0.0 -0.1 0.0
-0.4 -0.3 -0.1
0.2 -0.1 -0.3
-0.1 0.2 -0.1
0.1 0.1 -0.1
0.1 -0.1 0.0
0.0 0.2 0.2
0.1 0.1 0.0
-0.2 0.0 -0.2
-0.1 -0.2 0.1
0.3 -0.1 0.0
0.2 -0.1 0.1
-0.1 0.0 0.1
0.2 0.2 0.0
0.0 0.4 0.6
-0.3 -1.4 -1.2
-0.1 0.0 -0.3
0.3 0.7 2.3
0.0 0.1 -0.5
0.2 -0.1 -0.1
-0.3 -0.2 0.0
-0.1 0.4 0.2
0.1 -0.3 -0.1

Properties
Net charge = +2
Frontier orbital gap = 6.70 eV
Energy above the lowest of the compared OMol25 structures with the same formula, charge and spin = 0.0000 eV
Max |F| = 3.39 eV/Å
Molar mass = 562.5 g mol⁻¹



Record 4
Molecular formula: C52H44BrClFI2N4O9P2
Method: DFT, wB97M-V/def2-TZVPD

Positions of all 116 atoms, in Å:
C (0.062, 2.024, -5.718)
C (0.759, 1.240, -4.611)
I (2.670, 0.606, -5.446)
C (0.081, -0.055, -4.067)
I (-1.181, -0.946, -5.546)
C (-0.574, 0.174, -2.690)
C (-1.608, 1.342, -2.802)
C (-1.128, 2.744, -2.459)
F (-2.287, 3.499, -2.272)
N (0.389, 0.458, -1.581)
C (1.796, 0.761, -1.848)
N (2.031, 2.202, -1.926)
C (0.041, -0.151, -0.458)
N (0.663, -0.114, 0.697)
P (0.181, -0.970, 2.188)
P (1.990, -1.908, 2.990)
O (1.762, -1.946, 4.425)
O (2.164, -3.393, 2.420)
O (3.264, -1.046, 2.571)
N (-1.136, -0.897, -0.588)
Br (-2.517, 0.081, 0.311)
C (-1.306, -1.042, -2.051)
C (-2.719, -1.428, -2.419)
Cl (-0.291, -2.539, -2.356)
H (-1.002, 2.167, -5.554)
H (0.507, 3.019, -5.735)
H (0.239, 1.617, -6.704)
H (1.043, 1.920, -3.819)
H (0.868, -0.783, -3.924)
H (-2.465, 1.187, -2.160)
H (-2.016, 1.386, -3.806)
H (-0.580, 2.808, -1.526)
H (-0.599, 3.235, -3.268)
H (2.174, 0.298, -2.754)
H (2.397, 0.345, -1.037)
H (1.754, 2.663, -1.069)
H (3.018, 2.360, -2.083)
H (1.490, 0.458, 0.786)
H (-0.565, -2.049, 1.674)
H (1.756, -3.505, 1.552)
H (3.662, -1.430, 1.777)
H (-3.407, -0.597, -2.528)
H (-3.103, -2.069, -1.628)
H (-2.765, -2.020, -3.319)
C (3.143, -3.949, 7.369)
C (2.489, -4.291, 6.190)
C (1.270, -4.942, 6.237)
C (0.700, -5.264, 7.460)
C (1.366, -4.941, 8.644)
C (2.583, -4.274, 8.593)
C (0.795, -5.316, 9.969)
O (1.369, -5.030, 10.998)
C (-0.497, -6.058, 9.992)
C (-1.022, -6.465, 11.211)
C (-2.227, -7.144, 11.253)
C (-2.919, -7.413, 10.076)
C (-2.399, -7.014, 8.858)
C (-1.183, -6.343, 8.809)
C (-0.623, -5.948, 7.487)
O (-1.225, -6.179, 6.458)
H (4.092, -3.430, 7.332)
H (2.930, -4.048, 5.237)
H (0.756, -5.205, 5.323)
H (3.089, -4.015, 9.513)
H (-0.483, -6.251, 12.124)
H (-2.632, -7.465, 12.204)
H (-3.864, -7.939, 10.112)
H (-2.930, -7.224, 7.940)
C (6.617, 0.078, -5.053)
C (6.400, -0.420, -6.335)
C (6.864, 0.277, -7.438)
C (7.536, 1.480, -7.265)
C (7.734, 1.989, -5.981)
C (7.281, 1.279, -4.877)
C (8.413, 3.301, -5.772)
O (8.584, 3.736, -4.653)
C (8.862, 4.058, -6.972)
C (9.450, 5.305, -6.806)
C (9.886, 6.016, -7.911)
C (9.742, 5.481, -9.187)
C (9.152, 4.241, -9.360)
C (8.703, 3.528, -8.256)
C (8.043, 2.210, -8.464)
O (7.914, 1.739, -9.573)
H (6.262, -0.473, -4.192)
H (5.871, -1.355, -6.472)
H (6.704, -0.107, -8.436)
H (7.449, 1.673, -3.884)
H (9.564, 5.715, -5.813)
H (10.340, 6.989, -7.780)
H (10.089, 6.036, -10.048)
H (9.036, 3.823, -10.350)
C (-5.371, 1.232, 0.091)
C (-4.886, 1.656, 1.330)
C (-5.764, 2.179, 2.264)
C (-7.114, 2.295, 1.963)
C (-7.589, 1.896, 0.716)
C (-6.714, 1.356, -0.216)
C (-9.030, 2.054, 0.356)
O (-9.433, 1.698, -0.730)
C (-9.940, 2.664, 1.361)
C (-11.273, 2.870, 1.031)
C (-12.137, 3.425, 1.960)
C (-11.675, 3.769, 3.226)
C (-10.346, 3.570, 3.560)
C (-9.473, 3.025, 2.629)
C (-8.042, 2.848, 2.995)
O (-7.629, 3.145, 4.095)
H (-4.709, 0.816, -0.648)
H (-3.827, 1.582, 1.582)
H (-5.404, 2.506, 3.230)
H (-7.089, 1.035, -1.178)
H (-11.630, 2.598, 0.047)
H (-13.174, 3.589, 1.699)
H (-12.354, 4.196, 3.951)
H (-9.983, 3.840, 4.542)

Forces on the atoms, in the same order (eV/Å):
0.3 0.7 0.3
-0.1 -0.6 -0.9
0.1 0.2 0.1
0.8 0.4 0.4
0.1 0.0 0.1
-2.0 0.6 -0.1
0.3 0.3 0.1
-0.6 0.3 0.0
0.0 0.0 0.0
1.3 -0.6 -0.9
0.7 1.0 0.9
-0.3 -0.4 -0.1
-0.6 -0.2 0.0
0.2 -0.7 -0.2
-0.7 1.0 0.9
-0.1 -0.9 1.0
-0.1 0.4 0.0
0.2 0.5 -0.6
-0.3 -0.3 -0.7
0.1 1.1 0.0
0.6 -0.6 0.0
0.1 -1.1 -0.4
-0.4 -0.1 0.2
0.1 0.1 0.1
-0.1 -0.2 0.0
0.0 0.1 0.0
-0.2 -0.3 -0.1
0.0 -0.1 0.2
-0.1 -0.3 -0.1
0.0 -0.1 0.2
0.0 -0.3 -0.2
0.2 -0.1 0.0
0.4 0.0 0.0
-0.3 -0.1 -0.1
-0.2 -0.5 0.1
0.1 0.1 0.1
0.0 0.2 -0.1
0.0 0.2 0.0
0.4 -0.1 -0.4
0.1 -0.3 -0.1
0.4 0.2 0.1
0.1 0.2 0.0
0.0 0.0 0.2
0.2 0.1 -0.3
0.0 0.0 0.0
0.1 -0.1 0.2
0.1 0.1 -0.1
0.0 0.0 0.1
-0.1 0.0 -0.1
0.1 0.1 -0.1
0.1 0.0 0.2
0.0 0.0 0.0
0.0 0.0 -0.1
-0.1 -0.1 0.1
0.0 0.0 -0.1
0.0 0.0 0.0
-0.1 -0.1 0.0
0.1 0.1 0.0
-0.1 0.0 -0.2
0.0 0.0 0.0
0.0 0.0 0.0
0.0 0.0 0.0
-0.1 0.0 0.1
-0.1 -0.1 0.1
0.1 0.1 0.0
0.0 0.0 0.0
0.0 0.0 0.0
0.1 0.0 -0.1
0.0 0.0 -0.1
0.0 0.0 0.1
-0.1 -0.1 0.0
0.0 0.1 0.1
0.0 0.0 -0.1
-0.1 -0.1 0.1
0.1 0.1 0.2
0.0 0.0 0.0
-0.1 -0.1 -0.1
0.1 0.1 0.0
0.0 0.0 -0.1
0.0 0.0 0.1
0.0 0.1 -0.1
0.0 0.0 0.1
0.0 0.0 -0.2
0.0 0.0 0.0
0.0 0.0 0.0
0.0 0.0 0.0
0.1 0.1 0.0
0.1 0.1 0.0
0.0 -0.1 0.0
0.0 0.0 0.0
0.0 0.0 0.0
-0.1 -0.1 0.0
-0.2 0.2 0.2
-0.3 -0.1 -0.2
0.3 0.0 0.1
-0.1 0.0 -0.1
0.0 0.0 0.1
0.1 -0.1 0.0
-0.1 0.0 -0.2
0.0 0.0 0.0
0.1 0.0 0.1
-0.1 0.0 0.0
0.0 0.0 0.1
0.0 0.0 -0.1
-0.1 0.1 0.1
0.0 -0.1 -0.1
0.0 0.1 0.2
0.0 0.0 0.0
0.0 0.0 -0.2
-0.3 0.2 0.1
-0.1 0.0 0.0
-0.1 0.0 0.0
0.1 0.0 0.0
0.0 0.0 0.0
0.0 0.0 0.0
0.1 0.0 0.0

Properties
Net charge = +1
Frontier orbital gap = 6.51 eV
Max |F| = 2.10 eV/Å
Molar mass = 1319.1 g mol⁻¹



Record 5
Molecular formula: C14H24IN5O3Y
Method: DFT, wB97M-V/def2-TZVPD

Positions of all 48 atoms, in Å:
Y (10.679, 10.383, 12.353)
I (13.171, 8.792, 12.080)
N (10.910, 13.013, 12.853)
O (11.593, 12.095, 13.540)
O (10.055, 12.586, 11.982)
O (10.941, 14.128, 13.148)
C (10.184, 5.313, 12.341)
C (9.989, 6.734, 12.190)
N (9.900, 7.869, 12.052)
H (10.050, 5.032, 13.366)
H (11.240, 5.114, 12.051)
H (9.544, 4.602, 11.826)
C (5.878, 12.984, 12.754)
C (5.777, 12.477, 11.313)
C (5.827, 10.941, 11.140)
C (7.155, 10.475, 11.568)
N (8.237, 10.279, 11.852)
H (6.119, 14.038, 12.746)
H (6.637, 12.423, 13.284)
H (4.934, 12.918, 13.239)
H (6.692, 12.830, 10.784)
H (4.967, 12.884, 10.762)
H (5.651, 10.732, 10.087)
H (5.130, 10.334, 11.719)
C (9.990, 7.466, 7.999)
C (10.286, 8.619, 7.072)
C (11.433, 9.507, 7.668)
C (11.100, 10.287, 8.874)
N (10.878, 10.814, 9.880)
H (10.834, 7.030, 8.522)
H (9.602, 6.617, 7.471)
H (9.253, 7.672, 8.766)
H (9.455, 9.263, 6.857)
H (10.732, 8.261, 6.166)
H (11.884, 10.224, 6.963)
H (12.289, 8.898, 8.013)
C (9.661, 6.572, 16.677)
C (9.186, 7.828, 17.503)
C (9.848, 9.143, 17.195)
C (9.881, 9.572, 15.769)
N (9.995, 9.878, 14.681)
H (10.742, 6.663, 16.471)
H (9.137, 6.540, 15.701)
H (9.438, 5.669, 17.261)
H (9.429, 7.592, 18.546)
H (8.075, 7.877, 17.495)
H (10.905, 9.116, 17.473)
H (9.378, 9.949, 17.801)

Forces on the atoms, in the same order (eV/Å):
0.0 -0.8 -0.5
-0.2 0.3 0.1
-1.1 -2.0 1.1
-0.8 0.6 -1.7
1.1 -0.8 0.4
0.8 2.6 0.4
1.2 -0.7 -0.1
-0.6 0.2 -0.5
0.1 0.1 0.3
0.2 0.1 0.8
-0.6 0.0 0.2
-0.3 0.6 -0.6
-0.1 -0.1 -1.0
2.1 -0.1 0.3
0.1 -0.1 0.4
-1.2 0.7 -1.0
1.3 -0.3 0.5
0.3 0.2 0.0
0.2 0.0 0.3
-0.7 -0.4 0.6
-0.6 -0.1 0.2
-1.0 0.3 -0.3
0.3 -0.4 0.0
-0.4 0.4 0.0
-0.6 -0.7 0.4
1.9 0.7 1.2
0.5 0.5 0.3
-0.4 0.0 0.7
0.1 -0.9 -0.8
0.6 0.4 0.0
-0.5 -0.3 -0.6
-0.2 0.4 0.2
-0.6 0.0 -0.2
-0.1 -0.2 -0.7
-0.4 -0.2 0.0
-0.4 0.0 -0.2
-0.2 1.2 -0.1
-0.6 -2.0 0.1
0.0 1.2 -0.3
-0.2 -0.7 1.8
0.0 0.2 -1.3
-0.4 -0.3 0.2
0.2 -0.1 0.5
0.2 0.2 -0.4
0.0 0.3 -0.1
0.7 0.2 -0.2
0.0 0.0 0.1
0.3 -0.3 -0.5

Properties
Net charge = +1
Frontier orbital gap = 8.70 eV
Max |F| = 2.72 eV/Å
Molar mass = 526.2 g mol⁻¹



Record 6
Molecular formula: CH4O3S
Method: DFT, wB97M-V/def2-TZVPD

Positions of all 9 atoms, in Å:
O (-1.378, -0.833, -0.490)
C (-0.708, -0.073, 0.449)
O (-0.203, 1.223, -0.119)
S (0.973, 0.842, -1.480)
O (2.184, 0.130, -0.615)
H (-0.778, -1.232, -1.052)
H (0.147, -0.668, 0.965)
H (-1.473, 0.312, 1.185)
H (2.879, 0.851, -0.308)

Forces on the atoms, in the same order (eV/Å):
-1.9 1.4 2.0
0.4 1.1 0.7
1.8 -2.4 -1.8
-1.6 0.4 2.9
1.8 2.3 0.4
2.0 -1.3 -1.8
-1.3 1.2 -0.9
1.0 -0.6 -0.7
-2.2 -2.0 -0.9

Properties
Net charge = 0
Frontier orbital gap = 9.68 eV
Energy above the lowest of the compared OMol25 structures with the same formula, charge and spin = 2.3618 eV
SMILES = OCOSO
Max |F| = 3.43 eV/Å
Molar mass = 96.1 g mol⁻¹